(1)
Molecular formula: C25H25N8PdSe
Method: DFT, the ωB97M-V functional and the def2-TZVPD basis

The geometry in ORCA input format:
```
! wB97M-V def2-TZVPD RIJCOSX def2/J DEFGRID3
* xyz 1 1
Pd 0.07 -0.37 -0.42
N -1.03 2.60 2.41
C -1.30 2.10 1.20
N -0.48 1.09 0.98
C 0.28 1.02 2.10
N -0.02 1.92 3.00
C 1.31 -0.01 2.18
C 2.15 -0.18 3.27
N 3.07 -1.13 3.31
C 3.15 -1.92 2.25
C 2.32 -1.78 1.14
N 1.40 -0.82 1.10
H -1.47 3.37 2.89
H -2.06 2.46 0.53
H 2.06 0.48 4.12
H 3.90 -2.71 2.26
H 2.40 -2.43 0.28
N -2.16 0.26 -3.21
C -2.80 -0.42 -2.20
C -4.05 -0.99 -2.49
C -4.74 -1.64 -1.51
C -4.18 -1.73 -0.23
C -2.95 -1.16 -0.03
N -2.25 -0.52 -0.99
C -1.05 1.08 -3.23
C -0.80 1.78 -4.43
C 0.25 2.65 -4.48
C 1.05 2.83 -3.35
C 0.75 2.09 -2.23
N -0.28 1.22 -2.16
H -2.59 0.13 -4.12
H -4.45 -0.90 -3.49
H -5.70 -2.08 -1.72
H -4.69 -2.22 0.58
H -2.46 -1.22 0.94
H -1.44 1.62 -5.29
H 0.46 3.20 -5.39
H 1.88 3.52 -3.34
H 1.35 2.17 -1.34
C -2.51 -2.33 -6.92
C -1.67 -2.27 -5.67
C -0.49 -1.55 -5.63
C 0.31 -1.50 -4.49
C 1.59 -0.72 -4.53
C -0.12 -2.18 -3.34
Se 0.95 -2.11 -1.76
C -1.30 -2.93 -3.36
C -1.77 -3.72 -2.18
C -2.06 -2.95 -4.52
H -2.13 -1.65 -7.68
H -3.55 -2.07 -6.72
H -2.50 -3.34 -7.34
H -0.15 -1.02 -6.52
H 1.72 -0.26 -5.50
H 2.44 -1.38 -4.34
H 1.62 0.06 -3.76
H -1.58 -3.21 -1.23
H -1.25 -4.68 -2.14
H -2.84 -3.93 -2.25
H -2.97 -3.53 -4.54
*
```

The value obtained for the molar mass is 622.911 g mol⁻¹. The total energy is -3934.89630 a.u. The HOMO-LUMO gap is 7.0 eV. The max |F| is 0.4 eV/Å.

Atom charges from the Löwdin analysis, given in e for atoms 1 to 2: atom 1 (Pd): 0.643, atom 2 (N): 0.052

***

(2)
Molecular formula: C2H8N4S
Method: DFT, the ωB97M-V functional and the def2-TZVPD basis

The geometry in ORCA input format:
```
! wB97M-V def2-TZVPD RIJCOSX def2/J DEFGRID3
* xyz 2 1
C -10.31 -0.39 -0.60
C -9.54 1.50 0.48
N -10.53 0.73 -0.23
N -8.28 -0.34 -0.01
N -8.35 0.79 0.52
N 11.70 -0.79 0.07
S -7.02 -1.34 0.07
H -10.59 -1.20 -1.04
H -9.42 2.47 -0.14
H -9.97 1.69 1.41
H 12.39 -1.36 -0.40
H 12.32 -0.46 0.88
H 10.84 -1.39 0.27
H 11.37 0.14 -0.38
H -7.73 -2.09 -0.82
*
```

The value obtained for the molar mass is 120.181 g mol⁻¹. The total energy is -697.49955 a.u. The HOMO-LUMO gap (alpha / beta) is 9.7 / 9.7 eV. The max |F| is 8.2 eV/Å.

Atom charges from the Löwdin analysis, given in e for atoms 1 to 2: atom 1 (C): 0.235, atom 2 (C): -0.175

***

(3)
Molecular formula: C15H19BCl36N2O3P
Method: DFT, the ωB97M-V functional and the def2-TZVPD basis

The geometry in ORCA input format:
```
! wB97M-V def2-TZVPD RIJCOSX def2/J DEFGRID3
* xyz -1 1
C 0.98 -1.14 -0.45
C 1.29 -0.85 -1.93
C 2.72 -0.26 -1.98
C 1.29 -2.11 -2.80
C 1.64 -1.83 -4.27
C 0.04 -3.00 -2.68
O -1.08 -2.56 -3.38
B -2.27 -2.04 -2.67
N -3.45 -2.22 -3.69
N -2.65 -2.74 -1.34
P -2.17 -0.08 -2.31
O -2.64 0.59 -3.79
O -3.38 0.25 -1.20
H 1.66 -0.59 0.19
H 1.13 -2.20 -0.28
H -0.07 -0.90 -0.23
H 0.65 -0.08 -2.36
H 2.96 0.14 -2.96
H 3.47 -0.97 -1.63
H 2.76 0.59 -1.29
H 2.10 -2.74 -2.40
H 1.45 -0.79 -4.51
H 1.10 -2.50 -4.94
H 2.72 -1.97 -4.40
H -0.11 -3.21 -1.62
H 0.35 -3.96 -3.13
H -4.26 -1.75 -3.28
H -3.70 -3.21 -3.64
H -2.12 -2.37 -0.55
H -2.41 -3.72 -1.38
H -3.00 1.47 -3.62
H -4.15 -0.35 -1.30
C 3.23 0.13 3.37
Cl 4.17 0.04 1.87
Cl 1.60 -0.46 3.07
Cl 4.01 -0.87 4.60
Cl 3.17 1.81 3.92
C -3.34 4.41 -1.04
Cl -2.27 3.10 -1.50
Cl -3.68 5.44 -2.45
Cl -4.86 3.75 -0.42
Cl -2.58 5.40 0.23
C 4.27 5.99 5.59
Cl 4.16 6.21 7.35
Cl 3.82 4.34 5.17
Cl 3.17 7.12 4.79
Cl 5.93 6.31 5.07
C -2.56 -1.48 4.11
Cl -1.61 -1.54 2.63
Cl -4.19 -2.08 3.79
Cl -1.80 -2.48 5.36
Cl -2.66 0.19 4.69
C -8.00 0.14 4.34
Cl -8.57 -0.55 5.88
Cl -6.27 0.48 4.44
Cl -8.30 -1.00 3.03
Cl -8.88 1.64 4.02
C 3.16 4.03 -1.36
Cl 4.11 4.13 -2.85
Cl 1.49 3.64 -1.75
Cl 3.83 2.77 -0.32
Cl 3.22 5.58 -0.52
C 8.67 0.19 2.06
Cl 9.85 -1.09 1.74
Cl 8.25 1.01 0.54
Cl 7.22 -0.49 2.78
Cl 9.38 1.37 3.17
C -10.01 -0.89 -0.56
Cl -10.34 -2.14 0.65
Cl -8.30 -0.48 -0.54
Cl -10.46 -1.49 -2.16
Cl -10.97 0.55 -0.18
C 6.43 -3.12 -1.36
Cl 7.13 -1.67 -0.63
Cl 7.24 -4.56 -0.72
Cl 4.71 -3.20 -0.98
Cl 6.64 -3.05 -3.11
*
```

The value obtained for the molar mass is 1593.422 g mol⁻¹. The total energy is -17851.34461 a.u. The HOMO-LUMO gap is 4.9 eV. The max |F| is 2.0 eV/Å.

Atom charges from the Löwdin analysis, given in e for atoms 1 to 2: atom 1 (C): -0.079, atom 2 (C): -0.387

***

(4)
Molecular formula: C5H10F3O5PS
Method: DFT, the ωB97M-V functional and the def2-TZVPD basis

The geometry in ORCA input format:
```
! wB97M-V def2-TZVPD RIJCOSX def2/J DEFGRID3
* xyz 0 1
C 2.80 -0.31 0.01
C -0.21 -1.44 2.11
C -2.23 1.15 -2.12
C -0.81 1.07 0.43
C 0.43 3.33 -0.48
O 0.27 -0.58 -1.52
O -2.67 -0.36 -0.01
O -3.38 1.97 0.04
O 1.53 0.33 0.49
O -0.11 -1.60 0.73
F 0.74 2.92 -1.67
F -0.48 4.27 -0.41
F 1.54 3.62 0.18
P 0.19 -0.29 -0.12
S -2.45 1.02 -0.36
H 2.50 -0.86 -0.81
H 3.03 -1.05 0.76
H 3.49 0.65 -0.04
H 0.22 -2.44 2.68
H -1.17 -1.23 2.44
H 0.27 -0.60 2.51
H -1.51 0.54 -2.56
H -3.21 0.96 -2.42
H -1.83 2.20 -2.19
H -0.73 1.27 1.48
*
```

The value obtained for the molar mass is 270.165 g mol⁻¹. The total energy is -1611.73735 a.u. The HOMO-LUMO gap (alpha / beta) is 8.5 / 9.3 eV. The max |F| is 4.4 eV/Å.

Atom charges from the Löwdin analysis, given in e for atoms 1 to 2: atom 1 (C): -0.021, atom 2 (C): -0.145

***

(5)
Molecular formula: C4H5NO
Method: DFT, the ωB97M-V functional and the def2-TZVPD basis

The geometry in ORCA input format:
```
! wB97M-V def2-TZVPD RIJCOSX def2/J DEFGRID3
* xyz 0 1
C -0.86 -1.30 0.39
C 0.51 0.86 0.15
C 1.00 -0.16 -0.56
O 0.55 -1.37 -0.24
C 0.34 2.17 -0.33
N 0.12 3.23 -0.74
H -1.26 -0.50 1.06
H -1.51 -1.30 -0.49
H -0.84 -2.21 0.95
H 0.29 0.65 1.19
H 1.76 -0.05 -1.35
*
```

The value obtained for the molar mass is 83.090 g mol⁻¹. Its structure (SMILES) is CO/C=C/C#N. The total energy is -285.31776 a.u. The HOMO-LUMO gap is 9.5 eV. The max |F| is 1.7 eV/Å.

Atom charges from the Löwdin analysis, given in e for atoms 1 to 2: atom 1 (C): -0.002, atom 2 (C): -0.145

***

(6)
Molecular formula: C9H22F6NO9S2V2
Method: DFT, the ωB97M-V functional and the def2-TZVPD basis

The geometry in ORCA input format:
```
! wB97M-V def2-TZVPD RIJCOSX def2/J DEFGRID3
* xyz 1 7
V -0.27 0.32 -0.30
V 2.34 -0.35 -2.28
C 1.02 -2.70 -0.26
O 0.92 -1.45 -0.88
H 1.07 -2.60 0.83
H 0.12 -3.29 -0.47
H 1.91 -3.29 -0.52
C -3.35 -2.05 -0.29
F -2.33 -2.48 -1.03
F -4.08 -1.19 -1.02
F -4.11 -3.06 0.08
S -2.75 -1.16 1.23
O -3.85 -1.17 2.11
O -1.59 -1.88 1.70
N -2.18 0.27 0.59
S -3.15 1.40 1.19
O -4.50 1.28 0.76
O -2.87 1.74 2.54
C -2.44 2.84 0.24
F -3.01 2.95 -0.96
F -2.58 3.97 0.88
F -1.09 2.62 0.06
O 1.40 1.24 -1.36
H 1.35 2.19 -1.39
C 5.68 -1.32 -0.04
C 4.23 -1.21 0.40
O 3.55 -0.20 -0.38
H 6.21 -0.38 0.09
H 5.71 -1.55 -1.11
H 6.17 -2.12 0.52
H 4.13 -1.09 1.48
H 3.72 -2.13 0.12
H 3.59 0.65 0.06
C -1.88 2.16 -3.58
C -2.21 0.77 -3.08
O -1.04 0.19 -2.43
H -1.42 2.83 -2.85
H -2.75 2.70 -3.96
H -1.19 2.04 -4.43
H -2.53 0.13 -3.91
H -3.01 0.72 -2.34
H -0.35 0.21 -3.10
C 0.43 0.39 3.87
C 1.02 -0.02 2.54
O 0.76 1.00 1.52
H -0.64 0.56 3.84
H 1.02 1.24 4.24
H 0.72 -0.35 4.63
H 0.61 -0.96 2.18
H 2.10 -0.17 2.60
H 1.39 1.71 1.67
*
```

As for the expectation value of S²: 12.01. The value obtained for the molar mass is 568.283 g mol⁻¹. The total energy is -4371.34475 a.u. The HOMO-LUMO gap (alpha / beta) is 6.1 / 7.8 eV. The max |F| is 4.2 eV/Å.

Atom charges from the Löwdin analysis, given in e for atoms 1 to 2: atom 1 (V): 0.871, atom 2 (V): 1.204